{
  "formula": "C19H31OSiY",
  "method": "ωB97M-V/def2-TZVPD",
  "symbols": ["Y", "C", "C", "C", "H", "C", "C", "H", "H", "H", "H", "C", "C", "C", "H", "C", "C", "H", "H", "H", "H", "O", "C", "C", "C", "C", "C", "H", "H", "H", "H", "H", "H", "H", "H", "H", "H", "C", "Si", "C", "C", "C", "H", "H", "H", "H", "H", "H", "H", "H", "H", "H", "H"],
  "xyz": [[-0.395, -0.345, 0.428], [-2.493, -1.623, -0.774], [-1.346, -2.159, -1.444], [-0.546, -2.832, -0.472], [-1.144, -2.133, -2.520], [-1.224, -2.759, 0.790], [-2.420, -1.998, 0.600], [-3.199, -1.828, 1.340], [-3.334, -1.087, -1.220], [0.332, -3.445, -0.682], [-0.953, -3.303, 1.695], [-0.649, 1.817, 1.884], [-1.764, 0.950, 2.155], [-1.261, -0.201, 2.831], [-2.818, 1.161, 1.951], [0.152, -0.068, 2.961], [0.536, 1.173, 2.353], [1.547, 1.588, 2.361], [-0.705, 2.811, 1.435], [-1.843, -1.041, 3.213], [0.803, -0.731, 3.535], [1.755, -1.038, 0.369], [2.772, -1.831, 1.123], [3.636, -2.062, -0.130], [2.185, -3.084, 1.722], [3.515, -0.980, 2.125], [2.640, -1.189, -0.851], [3.643, -3.103, -0.445], [4.631, -1.636, -0.040], [3.001, -0.195, -1.117], [2.089, -1.690, -1.650], [2.993, -3.670, 2.178], [1.709, -3.709, 0.963], [1.450, -2.851, 2.502], [4.475, -1.471, 2.341], [2.954, -0.900, 3.064], [3.732, 0.015, 1.729], [-1.752, 4.061, -0.823], [-1.413, 2.718, -2.072], [-3.064, 2.252, -2.858], [-0.355, 3.516, -3.402], [-0.673, 1.112, -1.468], [-2.326, 4.871, -1.297], [-0.817, 4.502, -0.457], [-2.329, 3.686, 0.031], [-3.567, 3.126, -3.298], [-2.901, 1.516, -3.660], [-3.730, 1.800, -2.108], [0.577, 3.888, -2.962], [-0.128, 2.771, -4.174], [-0.908, 4.352, -3.845], [-1.364, 0.344, -1.916], [0.292, 0.932, -1.995]],
  "atomic_forces_ev_per_a": [[-0.091, -0.157, -1.046], [0.289, -0.564, 0.348], [-0.089, -0.148, 0.759], [-1.161, -0.312, 0.022], [0.067, 0.231, 0.539], [-0.339, -0.051, -0.682], [0.261, -0.627, -0.678], [0.290, 0.090, -0.145], [0.466, -0.063, 0.056], [-0.212, 0.405, 0.018], [0.081, 0.363, -0.204], [0.013, -0.412, 0.516], [0.556, 0.257, 0.507], [0.371, 0.507, 0.522], [0.468, -0.117, -0.069], [-0.522, 0.627, 0.019], [-0.734, 0.069, 0.594], [-0.419, -0.204, -0.230], [0.058, -0.538, 0.032], [0.209, 0.327, -0.199], [-0.240, 0.126, -0.430], [1.538, -0.534, -0.754], [0.320, -0.109, 0.259], [-0.413, 0.120, 0.548], [0.085, -0.138, 0.193], [-0.032, -0.234, 0.469], [-0.770, 0.323, 0.049], [0.145, 0.111, -0.100], [0.030, -0.197, -0.117], [-0.129, -0.137, -0.240], [-0.055, 0.303, -0.024], [-0.130, 0.217, -0.117], [0.041, 0.030, 0.050], [0.082, -0.030, -0.029], [-0.276, 0.085, -0.039], [0.168, 0.187, -0.105], [-0.041, -0.044, -0.014], [-0.164, 0.458, 0.246], [0.534, -1.439, 0.010], [-0.291, 0.184, -0.170], [-0.150, 0.028, -0.009], [-0.450, 0.041, -0.687], [0.046, -0.109, 0.096], [-0.123, -0.124, 0.057], [0.103, 0.079, -0.078], [-0.029, -0.161, 0.096], [-0.030, 0.160, 0.234], [0.111, 0.088, -0.189], [-0.025, -0.035, -0.170], [0.053, 0.213, 0.071], [0.183, 0.015, -0.088], [0.563, 0.683, 0.105], [-0.217, 0.158, 0.203]],
  "mulliken_charge": [-6.107, -0.125, -0.514, -0.338, 0.321, 0.160, -0.206, 0.463, 0.426, 0.994, 0.035, -0.456, -0.742, -0.625, 0.430, -0.363, -0.505, 0.428, 0.536, 0.584, 0.937, 0.525, 10.198, -4.968, -2.957, -4.722, 0.252, 0.419, 0.373, 0.864, -0.347, 1.448, -0.298, -0.313, 1.176, -0.003, 0.177, -0.933, -0.668, -1.030, -1.279, 1.962, 0.322, 0.285, 0.221, 0.341, 0.206, 0.205, 0.290, 0.255, 0.290, -0.106, 0.484],
  "homo_ev": 2.78,
  "homo_lumo_gap_ev": 1.75,
  "charge": -2,
  "e_above_lowest_kcal_mol": 4.2
}

---

{
  "formula": "C28H24N5O4Pt",
  "method": "ωB97M-V/def2-TZVPD",
  "symbols": ["Pt", "O", "C", "C", "C", "C", "N", "C", "C", "C", "C", "C", "C", "O", "C", "C", "N", "H", "H", "H", "H", "H", "H", "H", "H", "H", "H", "H", "H", "C", "O", "C", "C", "C", "C", "C", "C", "N", "N", "C", "C", "C", "C", "O", "C", "N", "C", "C", "C", "C", "H", "H", "H", "H", "H", "H", "H", "H", "H", "H", "H", "H"],
  "xyz": [[1.838, 0.050, 0.924], [3.467, 2.370, 7.120], [2.213, 2.727, 6.603], [2.089, 2.143, 5.227], [0.916, 2.278, 4.488], [0.832, 1.703, 3.242], [1.845, 1.010, 2.701], [3.029, 0.972, 3.360], [3.163, 1.495, 4.630], [4.148, 0.436, 2.565], [5.458, 0.381, 2.985], [6.446, -0.060, 2.106], [7.878, -0.107, 2.556], [7.875, -0.248, 3.956], [6.065, -0.429, 0.822], [4.738, -0.353, 0.457], [3.800, 0.073, 1.311], [3.583, 2.748, 7.998], [2.093, 3.814, 6.521], [1.386, 2.350, 7.217], [0.072, 2.834, 4.874], [-0.043, 1.834, 2.631], [4.097, 1.424, 5.166], [5.733, 0.661, 3.991], [8.354, 0.832, 2.246], [8.396, -0.925, 2.048], [8.780, -0.271, 4.285], [6.790, -0.787, 0.103], [4.399, -0.646, -0.526], [-8.979, 0.160, -5.943], [-7.570, 0.537, -5.926], [-6.690, -0.153, -5.292], [-6.978, -1.340, -4.556], [-5.959, -1.990, -3.947], [-4.613, -1.489, -4.029], [-4.334, -0.292, -4.783], [-5.345, 0.353, -5.391], [-3.697, -2.218, -3.434], [-2.468, -2.089, -3.469], [-1.436, -1.711, -2.824], [-0.140, -1.951, -3.460], [1.014, -1.611, -2.872], [1.000, -1.022, -1.557], [2.048, -0.765, -0.943], [-0.274, -0.776, -0.879], [-0.167, -0.268, 0.372], [-1.281, -0.183, 1.093], [-2.531, -0.537, 0.587], [-2.643, -0.997, -0.704], [-1.480, -1.132, -1.463], [-9.470, 0.951, -6.496], [-9.360, 0.114, -4.926], [-9.089, -0.791, -6.460], [-7.985, -1.725, -4.504], [-6.128, -2.906, -3.397], [-3.316, 0.064, -4.880], [-5.191, 1.244, -5.985], [-0.157, -2.418, -4.436], [1.974, -1.787, -3.338], [-1.185, 0.151, 2.111], [-3.399, -0.452, 1.226], [-3.608, -1.281, -1.101]],
  "atomic_forces_ev_per_a": [[0.111, 0.238, -0.157], [0.000, 0.009, 0.001], [0.015, 0.003, -0.024], [-0.026, 0.019, 0.025], [0.018, 0.024, 0.007], [0.078, -0.048, 0.036], [0.034, -0.016, -0.057], [-0.011, -0.056, -0.032], [0.019, -0.026, -0.039], [-0.033, 0.047, 0.024], [-0.044, -0.062, 0.042], [-0.008, -0.004, 0.018], [-0.044, 0.042, 0.045], [0.035, 0.008, -0.029], [-0.006, 0.049, -0.006], [0.003, -0.033, 0.002], [-0.077, -0.017, 0.055], [-0.001, 0.000, 0.004], [-0.010, 0.000, 0.008], [0.004, -0.015, 0.003], [-0.006, -0.013, -0.005], [-0.160, -0.084, -0.052], [0.008, 0.021, -0.013], [0.014, -0.011, -0.009], [0.020, -0.021, -0.045], [-0.015, -0.044, 0.029], [0.000, 0.012, 0.003], [0.000, 0.010, -0.003], [0.016, 0.018, 0.003], [-0.030, -0.015, -0.026], [0.002, -0.015, 0.058], [-0.024, 0.035, -0.060], [0.025, -0.054, 0.043], [-0.074, 0.022, -0.051], [0.188, -0.167, 0.003], [-0.064, 0.063, -0.035], [0.039, -0.001, 0.007], [-0.362, -0.030, 0.524], [0.379, 0.296, -0.903], [-0.120, -0.174, 0.447], [-0.057, -0.024, 0.034], [0.047, 0.052, -0.029], [-0.070, -0.126, -0.154], [0.117, -0.039, 0.203], [-0.065, 0.055, -0.011], [0.018, -0.124, 0.044], [0.008, 0.017, -0.018], [0.023, 0.033, 0.062], [-0.041, -0.035, -0.029], [0.043, 0.046, -0.094], [0.015, 0.005, -0.010], [0.017, 0.012, 0.010], [0.009, -0.004, 0.002], [-0.007, 0.012, 0.000], [0.008, 0.003, 0.004], [0.009, -0.021, 0.017], [-0.006, 0.003, 0.003], [-0.015, 0.004, 0.001], [-0.004, 0.002, 0.001], [0.048, 0.088, 0.114], [0.009, 0.010, 0.009], [0.003, 0.018, 0.003]],
  "mulliken_charge": [0.957, -0.489, -0.568, 0.174, -1.010, -0.276, -0.524, 0.321, -0.354, 0.655, -0.322, 0.286, -0.632, -0.501, -0.714, -0.284, -0.454, 0.325, 0.372, 0.378, 0.461, 0.752, 0.672, 0.599, 0.327, 0.383, 0.320, 0.455, 0.447, -0.829, -0.327, 0.857, -0.325, -0.487, 0.468, -0.244, -0.872, -0.860, 0.167, 0.351, -0.540, -0.909, 1.132, -0.732, 0.124, -0.829, -0.096, -1.085, -0.285, 1.034, 0.250, 0.378, 0.395, 0.495, 0.495, 0.451, 0.481, 0.531, 0.474, 0.638, 0.454, 0.490],
  "homo_ev": -16.44,
  "homo_lumo_gap_ev": 6.48,
  "charge": 3,
  "e_above_lowest_kcal_mol": 3.1
}